Record 1
The following is a quantum chemistry calculation of a single C5H13N molecule, from the Open Molecules 2025 dataset.

As for the spin multiplicity: 1. As for the energy above the lowest of the compared OMol25 structures with the same formula, charge and spin: 2.660 eV. As for the gap between HOMO and LUMO: 0.3657 hartree. Its structure (SMILES) is CC(C)CCN. The value obtained for the LUMO energy is 1.19 eV.

```
19
Properties=species:S:1:pos:R:3:forces:R:3
H -1.192 -2.666 1.010 -0.89 0.33 0.12
H -0.617 -1.924 2.329 0.93 0.10 2.86
C -1.099 -1.664 1.468 -0.61 0.25 -4.29
H 1.635 -1.404 1.597 2.45 -4.60 2.42
H 0.825 0.109 1.953 -0.24 1.09 2.43
H -1.491 0.055 -0.979 0.66 -0.45 -0.83
H -0.249 2.358 -0.408 -0.32 0.91 -0.25
H 1.856 -0.002 0.714 2.97 1.88 -2.55
H 0.666 0.609 -2.668 0.79 -1.23 -0.17
C -0.695 0.271 -0.274 -0.73 1.58 3.57
H 1.377 1.550 -0.340 -2.89 -0.59 -0.39
C -0.066 -0.960 0.473 0.93 0.02 -0.68
H 0.265 -1.707 -0.328 -0.50 0.78 1.05
H -1.441 0.749 0.515 1.69 -0.64 -0.89
H 0.573 2.246 -2.665 0.35 0.33 -0.26
N 0.282 1.396 -2.233 -1.49 1.80 1.42
C 0.229 1.470 -0.745 2.22 -2.17 -1.17
C 1.284 -0.551 1.306 -6.75 1.35 -2.57
H -2.103 -1.135 1.541 1.44 -0.75 0.18
```
Forces are in eV/Å.

Record 2
The following is a quantum chemistry calculation of a single C5H13N molecule, from the Open Molecules 2025 dataset.

As for the spin multiplicity: 1. As for the energy above the lowest of the compared OMol25 structures with the same formula, charge and spin: 1.026 eV. As for the gap between HOMO and LUMO: 0.3540 hartree. Its structure (SMILES) is CNCC(C)C. The value obtained for the LUMO energy is 1.06 eV.

```
19
Properties=species:S:1:pos:R:3:forces:R:3
C 0.025 0.945 -0.692 -0.85 0.49 1.92
H -2.050 -0.579 0.819 0.30 0.11 -0.08
N -1.321 1.255 -0.147 0.84 0.04 -0.49
H -3.178 0.714 0.448 -0.14 -0.15 0.04
H -0.040 -1.160 -0.567 -0.01 0.28 0.00
H 0.700 1.705 -0.272 -0.21 0.30 -0.53
H 0.287 0.230 1.954 -0.02 0.37 -0.44
H -2.588 -0.294 -0.839 0.21 0.06 -0.11
C 0.625 -0.590 1.312 0.04 0.06 1.52
H 2.154 -0.043 -1.792 -0.63 0.23 -0.19
H 1.999 -1.666 -1.210 0.37 0.01 0.29
H 2.802 -0.352 -0.262 -0.02 -0.39 0.19
C -2.285 0.205 0.083 -0.58 0.05 0.00
H 1.605 -0.844 1.729 0.03 -0.08 -0.35
C 1.950 -0.622 -0.893 0.52 -0.03 0.32
H -0.052 1.057 -1.768 0.48 -0.46 -0.22
H -0.054 -1.398 1.594 0.16 -0.11 -0.09
C 0.610 -0.361 -0.174 -0.28 -1.09 -2.38
H -1.190 1.798 0.677 -0.19 0.30 0.60
```
Forces are in eV/Å.